1.
The following is a quantum chemistry calculation of a 9-piece molecular cluster, C5H28N2O8 overall at a distorted geometry, from OMol25.

Element x y z (Å)
C (-1.88968, 0.17224, 1.56902)
C (-0.57285, 0.04796, 1.42187)
N (0.07413, -1.16940, 1.66826)
C (0.43052, 1.13362, 1.11298)
C (-0.17353, 2.35832, 0.35802)
C (-0.53480, 3.43596, 1.40973)
N (0.80203, 2.84230, -0.62215)
H (-2.47223, -0.71270, 1.78173)
H (-2.33485, 1.15374, 1.50082)
H (-0.48889, -1.81983, 2.20647)
H (1.05925, -1.18941, 1.86061)
H (1.12589, 0.69956, 0.39048)
H (0.98997, 1.54280, 1.95048)
H (-1.10818, 1.99696, -0.07648)
H (0.24109, 4.17638, 1.55638)
H (-1.53797, 3.86553, 1.28761)
H (-0.83517, 2.91904, 2.34258)
H (1.74514, 2.82280, -0.26319)
H (0.50682, 3.77734, -0.87374)
O (-0.08456, -0.22754, -4.56494)
H (0.22120, -0.11093, -3.63516)
H (0.56427, 0.25107, -5.09466)
O (-3.99666, -1.56209, -0.27950)
H (-3.29385, -0.96240, -0.51828)
H (-3.98663, -2.19468, -1.02302)
O (-2.59090, -2.88709, 1.67289)
H (-2.70008, -3.80969, 1.40713)
H (-3.28245, -2.43409, 1.12187)
O (-1.86810, -1.09406, -1.94199)
H (-1.27578, -0.68739, -2.60519)
H (-1.30620, -1.60967, -1.32754)
O (1.19079, -2.35886, -0.75655)
H (2.01644, -2.12606, -0.36014)
H (0.54326, -2.28819, -0.02092)
O (1.31947, 0.14020, -2.22801)
H (1.38332, 1.02220, -1.82722)
H (1.10698, -0.48630, -1.50066)
O (3.60009, 1.58377, 0.85974)
H (4.01246, 2.22037, 1.45964)
H (4.36473, 1.26028, 0.38195)
O (3.31293, -1.16801, 1.58024)
H (3.49158, -0.20335, 1.53316)
H (3.96988, -1.60148, 1.01673)

Atomic forces in eV per Å
0.1770 0.2934 -0.2308
1.1394 0.0385 1.2631
-0.8883 -0.6900 -0.2344
-0.7377 0.7402 -1.8405
0.3004 -0.2583 1.6489
-1.7593 -1.1025 0.6566
-0.9739 -0.3957 -0.4637
-0.1103 0.3918 0.2028
-0.2693 -0.1573 -0.1651
0.2316 0.0115 -0.1440
0.1910 0.2778 0.1455
0.2895 -0.1757 0.3303
0.0557 -0.5114 0.3589
0.3127 0.2451 -0.6381
0.0317 0.1143 0.1643
0.4514 0.7004 -0.9491
1.0341 0.1074 0.0590
0.0428 0.2980 0.2866
0.5420 0.0644 -0.2642
-0.1265 0.0614 0.4200
0.4197 0.0995 -0.8153
-0.1251 -0.1012 0.2055
-0.7129 -0.9742 -0.2103
0.5247 0.5948 -0.2797
-0.0943 0.4810 0.4054
-0.6190 -0.2510 -0.4428
0.1574 0.0969 0.2331
0.5955 -0.1651 0.2537
0.6489 -0.1390 0.1500
-0.4510 -0.4206 0.4999
-0.1858 0.4953 -0.7016
-1.3607 -0.1577 -0.3209
0.8283 0.2126 0.5635
0.5050 0.1153 -0.1218
-0.0090 -0.2225 0.6472
-0.3601 0.0692 -0.0092
0.2530 0.1747 -0.5725
0.3327 0.2649 0.3716
-0.3019 0.0526 0.1056
0.1875 -0.1303 -0.5612
0.1689 0.2633 -0.2107
-0.2204 -0.6064 -0.0744
-0.1157 0.1944 0.2787

The relative energy (zero: lowest compared OMol25 entry of this formula, charge and spin) is 113.0 kJ/mol. The calculation puts the molecular weight at 244.28 g/mol. The LUMO energy is -0.333 eV. As for the HOMO energy: -8.17 eV. As for the multiplicity: 1. The calculation puts the frontier orbital gap at 7.84 eV. Its total energy is -24999.7168 eV.

2.
The following is a quantum chemistry calculation of one molecule with the formula C6H8N2 at a distorted geometry, from OMol25.

Element x y z (Å)
C (-1.63005, -0.39616, 0.72811)
C (1.49615, -0.78898, -0.67866)
C (0.42062, 0.21042, -0.96840)
C (-0.41845, 0.54172, 0.48036)
C (0.44354, -1.52294, 0.15213)
C (-0.37672, 1.76629, 1.16924)
N (-0.25879, -0.74581, 1.05964)
N (0.23197, 0.95938, -1.97075)
H (1.01238, 0.91125, -2.62845)
H (-2.07890, -0.87893, -0.13843)
H (-2.27135, -0.19562, 1.57630)
H (2.40050, -0.41371, -0.19231)
H (1.77175, -1.36080, -1.56619)
H (0.20756, -2.57349, 0.05949)
H (-0.36063, 1.78756, 2.24931)
H (-0.58956, 2.69983, 0.66860)

Atomic forces in eV per Å
0.4544 -0.1458 -0.8630
-1.8014 -0.6677 0.7639
-0.6872 3.9607 1.0071
0.4652 -1.8159 -3.5869
0.9314 -1.2924 0.4298
0.3455 1.2446 0.6276
0.4773 -1.0012 1.4863
0.0601 0.0807 0.0839
-0.2670 -0.4354 -0.2432
0.0711 0.0570 0.1086
0.0704 0.1028 -0.0441
-0.1813 0.0459 0.2794
-0.0887 0.0976 0.0646
-0.0124 0.0326 0.0289
0.0752 -0.1419 0.0501
0.0875 -0.1215 -0.1930

The relative energy (zero: lowest compared OMol25 entry of this formula, charge and spin) is 567.9 kJ/mol. The calculation puts the molecular weight at 108.14 g/mol. The LUMO energy (alpha / beta) is 0.087 / 0.150 eV. As for the HOMO energy (alpha / beta): -7.11 / -7.93 eV. As for the multiplicity: 1. The calculation puts the frontier orbital gap (alpha / beta) at 7.20 / 8.08 eV. Its total energy is -9325.8219 eV.

3.
The following is a quantum chemistry calculation of C7H18N2O11Zr as an isolated structure at a distorted geometry, from OMol25.

Element x y z (Å)
Zr (-0.82605, -0.78854, -0.80822)
C (2.23361, 1.23530, 1.49885)
C (1.97905, 0.66973, 0.22741)
C (3.13230, 0.57626, -0.85524)
O (2.86523, -0.05303, -1.89343)
C (4.34351, 1.25369, -0.55820)
C (4.57276, 1.79965, 0.66010)
C (3.46575, 1.73520, 1.74133)
O (3.61979, 2.16429, 2.96340)
O (5.79480, 2.19620, 0.82234)
O (0.80819, 0.36870, -0.04871)
H (1.51584, 1.24048, 2.30581)
H (5.03942, 1.18366, -1.38113)
C (-2.17282, 0.75298, 1.92324)
O (-1.63815, 0.32754, 0.90130)
N (-2.90980, 1.82496, 1.92647)
N (-2.05210, 0.31635, 3.14566)
H (-3.13315, 2.35817, 1.09828)
H (-3.03050, 2.24460, 2.83720)
H (-2.45421, 0.79966, 3.93612)
H (-1.39843, -0.44695, 3.24659)
O (0.41768, -0.57048, -2.54307)
H (0.43450, -0.59161, -3.49989)
H (1.33328, -0.45388, -2.28947)
O (-3.16768, -0.48960, -1.14589)
H (-3.91537, -1.03912, -0.91087)
H (-3.55251, 0.36001, -1.36106)
O (-1.52633, -2.40497, -2.20661)
H (-0.91297, -2.87252, -2.77356)
H (-2.33177, -2.92054, -2.24764)
O (-1.82244, -2.30305, 0.45767)
H (-2.02205, -2.17717, 1.38532)
H (-2.16457, -3.17364, 0.25455)
O (0.71492, -2.36135, -0.56344)
H (0.58108, -3.29239, -0.38604)
H (1.66528, -2.26197, -0.61979)
O (-1.15722, 1.23441, -1.60335)
H (-0.96501, 2.04930, -1.13940)
H (-1.36404, 1.50978, -2.49645)

Atomic forces in eV per Å
1.3340 2.6002 1.0096
-2.1698 -2.5559 -3.8387
3.9733 2.5698 2.8575
0.4436 1.9203 2.7764
-1.1589 -1.4872 -1.6514
-3.8716 -2.7825 -3.4271
5.1298 1.4500 1.8212
3.1997 2.9626 5.7698
0.6846 -0.9210 -3.9581
-3.8059 -0.3371 1.1461
-4.2428 -2.4935 -2.1568
-0.2144 0.0602 -0.1556
0.5317 0.3202 0.3956
0.3273 1.2069 -0.7052
-0.1981 -1.0535 0.0604
-2.0060 2.9313 -0.5064
1.4200 -2.9351 1.5917
0.2385 -0.1141 0.2881
-0.4452 0.4964 -0.6125
0.2909 -0.4839 -0.0675
0.0198 0.2961 0.7756
-1.5096 -0.8880 -1.7590
-0.2796 0.0151 -0.2899
3.2906 0.9114 1.0103
-0.4049 -0.2537 -0.2888
-0.2302 -0.2914 0.2199
0.1108 0.4063 -0.1353
-0.4024 -0.8946 -0.4575
0.5453 -0.0315 -0.2815
-0.4658 0.0152 -0.0854
-0.5808 -0.9714 0.5893
0.0770 0.3139 0.4218
-0.0660 -0.4501 -0.2368
0.2770 -1.1501 0.1485
-0.1352 -0.3139 0.1686
0.7448 0.6778 -0.1237
-1.0712 1.1586 -0.4418
0.4919 0.2402 0.6010
0.1278 -0.1440 -0.4725

Its total charge is +1. The expectation value of S² is 0.752. The calculation puts the molecular weight at 397.45 g/mol. The LUMO energy (alpha / beta) is -4.455 / -4.547 eV. As for the HOMO energy (alpha / beta): -8.37 / -8.38 eV. As for the multiplicity: 2. The calculation puts the frontier orbital gap (alpha / beta) at 3.91 / 3.83 eV. Its total energy is -34327.9794 eV.